--- P ---
Entry from the OMol25 dataset: C30H45N4O4SbZr as an isolated structure (ωB97M-V/def2-TZVPD).

The geometry in ORCA input format:
```
! wB97M-V def2-TZVPD RIJCOSX def2/J DEFGRID3
* xyz 0 1
Zr -0.1241 0.1861 -0.2512
N -0.2032 2.0272 1.3219
C 0.6449 1.7118 2.5078
C 1.9541 1.0407 2.0658
O 2.9920 1.3625 2.6416
N 1.8067 0.1957 1.0367
C 2.9904 0.0403 0.2053
C 2.6743 0.2888 -1.2782
O 3.5077 0.1081 -2.1311
O 1.4295 0.6974 -1.5461
H 0.1948 2.8117 0.8137
H -1.1305 2.3170 1.6248
H 0.0615 1.0535 3.1435
H 0.8965 2.6000 3.0859
H 3.4638 -0.9400 0.2504
H 3.7613 0.7524 0.5144
C 0.1571 -1.9359 -3.2343
C 1.3815 -2.5594 -2.6318
C 2.4090 -3.0262 -3.4411
C 3.5597 -3.5681 -2.8955
C 3.6978 -3.6655 -1.5240
C 2.6903 -3.2326 -0.6714
C 2.8532 -3.3657 0.8238
C 1.5400 -2.6782 -1.2486
N 0.5167 -2.1862 -0.3633
C -0.1788 -3.0246 0.2974
C -0.2269 -4.4973 0.0218
C -1.0084 -2.4846 1.4394
C -1.6869 -3.4800 2.3310
N -1.0292 -1.2216 1.6038
C -1.6696 -0.6983 2.7765
C -2.9222 -0.0849 2.6661
C -3.6877 -0.0107 1.3713
C -3.4902 0.4344 3.8266
C -2.8460 0.3415 5.0483
C -1.6114 -0.2774 5.1309
C -0.9980 -0.8067 4.0017
C 0.3619 -1.4482 4.1227
H 0.1001 -2.1637 -4.2982
H 0.2023 -0.8502 -3.1317
H -0.7639 -2.2555 -2.7476
H 2.3031 -2.9427 -4.5154
H 4.3594 -3.9068 -3.5413
H 4.6074 -4.0761 -1.1026
H 3.9095 -3.4265 1.0834
H 2.3794 -4.2799 1.1892
H 2.4226 -2.5183 1.3552
H 0.4415 -4.7653 -0.7902
H -1.2509 -4.7475 -0.2663
H 0.0178 -5.0968 0.8984
H -2.3302 -4.1277 1.7352
H -2.2825 -2.9968 3.0981
H -0.9436 -4.1195 2.8124
H -3.1610 -0.4547 0.5271
H -3.8857 1.0306 1.1028
H -4.6604 -0.4937 1.4846
H -4.4635 0.9065 3.7615
H -3.3054 0.7495 5.9394
H -1.1033 -0.3428 6.0858
H 1.0044 -0.8562 4.7752
H 0.8689 -1.5312 3.1630
H 0.2811 -2.4445 4.5655
C -3.9806 2.5958 -2.9686
C -2.9203 3.6211 -2.5770
Sb -1.0391 2.6928 -2.1215
C -0.5932 1.8510 -4.0362
C -0.8005 2.7383 -5.2570
C 0.2096 4.4561 -2.0255
C -0.0779 5.6136 -2.9756
H -4.9374 3.0753 -3.1851
H -4.1427 1.8638 -2.1754
H -3.6825 2.0403 -3.8601
H -3.2201 4.1811 -1.6890
H -2.7566 4.3444 -3.3771
H -1.2202 0.9579 -4.0880
H 0.4365 1.5009 -3.9492
H -1.8102 3.1530 -5.2932
H -0.6474 2.1737 -6.1794
H -0.0995 3.5723 -5.2692
H 1.2344 4.0948 -2.1394
H 0.1212 4.7992 -0.9899
H 0.0670 5.3276 -4.0165
H 0.5840 6.4590 -2.7742
H -1.1026 5.9744 -2.8741
O -1.6182 -0.4493 -1.0425
*
```

Highest occupied orbital energy = -0.293 Ha
LUMO level = -0.667 eV
Kohn-Sham gap = 7.31 eV

--- Q ---
Entry from the OMol25 dataset: C30H45N4O4SbZr as an isolated structure (ωB97M-V/def2-TZVPD).

The geometry in ORCA input format:
```
! wB97M-V def2-TZVPD RIJCOSX def2/J DEFGRID3
* xyz 0 1
Zr -0.2153 0.4060 0.0569
N -2.0909 1.9666 -0.4131
C -1.8881 2.9122 -1.5231
C -0.3806 3.2242 -1.5780
O 0.0055 4.2499 -2.1148
N 0.3756 2.2969 -0.9532
C 1.5916 2.7918 -0.3315
C 1.8769 2.1049 1.0173
O 2.9817 2.2381 1.4842
O 0.8936 1.3768 1.5346
H -2.6320 2.3233 0.3691
H -2.7513 1.2267 -0.6726
H -2.2612 2.5245 -2.4699
H -2.3813 3.8627 -1.3277
H 2.4853 2.6514 -0.9416
H 1.5332 3.8655 -0.1272
C -1.5657 -3.8244 -0.1538
C -0.1669 -3.8664 0.3979
C 0.6790 -4.9366 0.1248
C 1.9635 -4.9632 0.6437
C 2.4099 -3.9115 1.4303
C 1.5979 -2.8205 1.7160
C 2.0937 -1.6762 2.5446
C 0.3115 -2.8346 1.1968
N -0.5808 -1.7499 1.4770
C -1.1886 -1.7536 2.6000
C -1.0450 -2.8049 3.6698
C -2.1339 -0.6067 2.8773
C -2.8732 -0.6430 4.1860
N -2.2923 0.2839 1.9778
C -3.2641 1.3008 2.2625
C -4.5725 1.0968 1.8251
C -4.9749 -0.1955 1.1626
C -5.5014 2.1142 2.0223
C -5.1306 3.2942 2.6523
C -3.8247 3.4567 3.0917
C -2.8665 2.4670 2.8958
C -1.4534 2.6374 3.3719
H -1.7026 -4.5965 -0.9091
H -1.7809 -2.8579 -0.6176
H -2.3171 -3.9825 0.6249
H 0.3200 -5.7435 -0.5024
H 2.6233 -5.7933 0.4289
H 3.4217 -3.9220 1.8179
H 3.1304 -1.8461 2.8292
H 1.5207 -1.5673 3.4694
H 2.0252 -0.7313 2.0012
H -0.4756 -3.6534 3.3067
H -2.0215 -3.1507 4.0061
H -0.5298 -2.3909 4.5378
H -2.1842 -0.8402 5.0042
H -3.5957 -1.4621 4.1747
H -3.4036 0.2841 4.3838
H -4.2290 -0.5361 0.4417
H -5.9247 -0.0825 0.6424
H -5.0935 -0.9978 1.8957
H -6.5162 1.9690 1.6730
H -5.8517 4.0857 2.8052
H -3.5347 4.3685 3.5998
H -1.3239 3.6150 3.8328
H -0.7223 2.5227 2.5699
H -1.1927 1.8826 4.1195
C 5.6411 1.4523 -2.9828
C 4.9157 0.1737 -3.3944
Sb 2.8598 0.2732 -2.6999
C 2.3013 1.7737 -4.1849
C 2.8223 1.6812 -5.6140
C 2.0987 -1.5392 -3.6140
C 2.6387 -1.9715 -4.9721
H 6.6882 1.4455 -3.2959
H 5.6203 1.5906 -1.8998
H 5.1761 2.3346 -3.4301
H 5.3891 -0.7020 -2.9451
H 4.9439 0.0381 -4.4769
H 2.6337 2.7112 -3.7304
H 1.2088 1.8248 -4.1772
H 3.9127 1.6488 -5.6493
H 2.5096 2.5516 -6.1982
H 2.4513 0.7972 -6.1323
H 1.0094 -1.4376 -3.6356
H 2.3101 -2.3028 -2.8606
H 2.4047 -1.2507 -5.7543
H 2.2184 -2.9338 -5.2795
H 3.7240 -2.0848 -4.9480
O 1.1164 -0.7334 -0.2422
*
```

Highest occupied orbital energy = -0.257 Ha
LUMO level = -1.143 eV
Kohn-Sham gap = 5.85 eV

Which structure is most stable? P, by 43.7 kcal/mol over the runner-up.

--- P ---
Entry from the OMol25 dataset: a 2-piece molecular cluster, H2NOS2 overall (ωB97M-V/def2-TZVPD).

The geometry in ORCA input format:
```
! wB97M-V def2-TZVPD RIJCOSX def2/J DEFGRID3
* xyz -1 1
N -0.9613 0.4800 -0.5021
O -1.1119 0.4454 -1.7421
S 1.7760 -0.4123 0.6305
S -1.7576 1.3072 0.5921
H 1.6962 -1.7859 1.0175
H 0.3586 -0.0344 0.0041
*
```

Highest occupied orbital energy = -0.130 Ha
LUMO level = 3.736 eV
Kohn-Sham gap = 7.27 eV

--- Q ---
Entry from the OMol25 dataset: a 2-piece molecular cluster, H2NOS2 overall (ωB97M-V/def2-TZVPD).

The geometry in ORCA input format:
```
! wB97M-V def2-TZVPD RIJCOSX def2/J DEFGRID3
* xyz -1 1
N -0.1540 -0.5129 -1.5906
O -1.2486 -0.1570 3.0096
S 1.5096 1.8765 -1.4758
S 0.1557 0.7174 -0.6997
H 0.6960 -0.8692 -2.0055
H -0.9587 -1.0548 2.7619
*
```

Highest occupied orbital energy (spin up / spin down) = -0.087 / -0.086 Ha
LUMO level (spin up / spin down) = 1.283 / 1.268 eV
Kohn-Sham gap (spin up / spin down) = 3.65 / 3.60 eV

Which structure is most stable? P, by 23.8 kcal/mol over the runner-up.

--- P ---
Entry from the OMol25 dataset: one molecule with the formula C8H14N4O2 (ωB97M-V/def2-TZVPD).

The geometry in ORCA input format:
```
! wB97M-V def2-TZVPD RIJCOSX def2/J DEFGRID3
* xyz 0 1
C 5.0307 -1.1645 -0.1386
C 3.8823 -0.1723 0.2849
O 3.4272 0.6432 -0.8531
C 2.0932 0.9527 -0.5337
N 1.9448 1.9510 0.3761
N 0.6989 2.2482 0.6624
C -0.2326 1.4743 0.0396
C -1.7321 1.8009 0.4226
C -2.5971 0.5045 0.6659
C -3.1186 -0.2028 -0.6485
C -3.1180 -1.7740 -0.4127
O -4.4398 -2.1487 0.0576
N -0.0750 0.4665 -0.8622
N 1.1692 0.2053 -1.1897
H 4.7757 -2.1640 0.3066
H 5.1232 -1.2568 -1.2443
H 5.9753 -0.8083 0.3487
H 2.9866 -0.7800 0.6023
H 4.2002 0.5351 1.0891
H -2.1624 2.4857 -0.3581
H -1.7544 2.3850 1.3845
H -3.5129 0.8483 1.2304
H -2.0420 -0.1766 1.3610
H -2.4841 0.0126 -1.5448
H -4.1752 0.0875 -0.8614
H -2.8587 -2.3557 -1.3337
H -2.3850 -2.0759 0.3803
H -4.6195 -1.5211 0.7689
*
```

Highest occupied orbital energy = -0.363 Ha
LUMO level = -1.034 eV
Kohn-Sham gap = 8.85 eV
SMILES = CCOc1nnc(CCCCO)nn1

--- Q ---
Entry from the OMol25 dataset: a 2-piece molecular cluster, C8H14N4O2 overall (ωB97M-V/def2-TZVPD).

The geometry in ORCA input format:
```
! wB97M-V def2-TZVPD RIJCOSX def2/J DEFGRID3
* xyz 0 1
C -2.3919 -0.0055 -2.2693
C -1.2036 -0.5070 -2.9174
C -0.7959 0.1839 -0.9063
C 0.0928 3.1177 2.2866
C -0.5195 1.1059 3.6445
C 2.1716 -2.8032 -2.5883
C 0.2056 1.5898 2.3468
C 1.2724 -2.3256 -1.4197
N -2.1193 0.3757 -1.0354
N -0.1638 0.5563 0.2617
N -0.6253 1.2094 1.2713
N -0.1961 -0.3726 -2.0816
O 1.6346 -1.4952 -0.6004
O 0.2360 -3.1165 -1.1479
H -3.2715 -0.0269 -2.8278
H -1.1142 -0.6434 -3.9202
H 0.6305 3.8468 2.8418
H 0.3008 3.2171 1.2783
H -1.0257 3.2165 2.3570
H -0.3958 1.8222 4.4440
H -0.2855 0.1301 3.9218
H -1.6602 1.1730 3.4354
H 3.2199 -2.5959 -2.3550
H 2.0185 -3.9130 -2.5910
H 1.8748 -2.4990 -3.5918
H 1.1859 1.2092 2.2545
H 0.8906 0.4276 0.1084
H 0.0341 -2.8773 -0.2003
*
```

Highest occupied orbital energy (spin up / spin down) = -0.292 / -0.294 Ha
LUMO level (spin up / spin down) = -0.927 / -0.351 eV
Kohn-Sham gap (spin up / spin down) = 7.03 / 7.65 eV

Which structure is most stable? Q, by 6.4 kcal/mol over the runner-up.

--- P ---
Entry from the OMol25 dataset: one molecule with the formula C21H29NO4 (ωB97M-V/def2-TZVPD).

The geometry in ORCA input format:
```
! wB97M-V def2-TZVPD RIJCOSX def2/J DEFGRID3
* xyz 0 1
C -5.0504 1.5109 1.0715
O -4.5692 1.1192 -0.1885
C -3.2527 1.3664 -0.4966
C -2.3739 1.9855 0.3816
C -1.0398 2.1715 0.0639
C -0.5487 1.7516 -1.1596
C 0.9053 1.8956 -1.5098
N 1.4923 0.6325 -1.9336
C 1.2917 -0.4908 -1.0483
C 2.2595 -0.4952 0.1414
C 1.8125 -1.5347 1.1770
C 0.5094 -1.1149 1.7829
C -0.6821 -1.7736 1.8722
C -1.5708 -0.9055 2.5525
C -0.8551 0.2159 2.8248
O 0.4011 0.0999 2.3625
C 2.8667 -1.8155 2.2761
C 4.0081 -2.6736 1.7339
C 3.4164 -0.5409 2.9103
C 2.2301 0.6140 -3.0701
C 2.8464 -0.7130 -3.4652
O 2.3849 1.6113 -3.7509
C -1.4289 1.1650 -2.0567
C -2.7706 0.9611 -1.7567
O -3.4742 0.3444 -2.7483
C -4.8838 0.3222 -2.7396
H -4.9933 2.5958 1.2084
H -4.5105 1.0118 1.8829
H -6.0951 1.2026 1.0908
H -2.7250 2.3183 1.3445
H -0.3853 2.6426 0.7814
H 1.4554 2.2932 -0.6490
H 1.0358 2.5860 -2.3490
H 1.3823 -1.4252 -1.6024
H 0.2676 -0.4322 -0.6665
H 2.2613 0.4907 0.6045
H 3.2699 -0.7140 -0.2045
H 1.6229 -2.4823 0.6599
H -0.9010 -2.7538 1.5007
H -2.5942 -1.0986 2.8011
H -1.1082 1.1280 3.3275
H 2.3552 -2.3927 3.0561
H 4.6992 -2.9226 2.5357
H 4.5640 -2.1438 0.9643
H 3.6286 -3.6007 1.3103
H 4.0279 -0.7925 3.7741
H 2.6087 0.1060 3.2400
H 4.0371 0.0059 2.2050
H 3.4596 -0.5450 -4.3464
H 2.0703 -1.4343 -3.7128
H 3.4679 -1.1136 -2.6690
H -1.0806 0.8386 -3.0243
H -5.3016 1.3245 -2.6222
H -5.1669 -0.0758 -3.7142
H -5.2760 -0.3261 -1.9534
*
```

Highest occupied orbital energy = -0.296 Ha
LUMO level = 0.687 eV
Kohn-Sham gap = 8.75 eV
SMILES = COc1ccc(CN(CC[C@H](c2ccco2)C(C)C)C(C)=O)cc1OC

--- Q ---
Entry from the OMol25 dataset: one molecule with the formula C21H29NO4 (ωB97M-V/def2-TZVPD).

The geometry in ORCA input format:
```
! wB97M-V def2-TZVPD RIJCOSX def2/J DEFGRID3
* xyz 0 1
C -5.3304 2.8345 -1.6978
O -5.1523 3.1644 -0.3437
C -4.0888 4.0657 -0.1055
C -2.7391 3.4746 -0.3634
C -1.9621 3.4359 -1.4854
C -0.8067 2.6927 -1.1438
C -0.9581 2.3302 0.1637
C -0.1161 1.4815 1.0656
N -0.3592 0.0508 0.9504
C -1.7355 -0.3080 1.2513
C -1.8605 -1.8226 1.3755
C -1.3662 -2.4999 0.1019
C 0.0437 -2.0279 -0.2837
C 0.3830 -2.5555 -1.6918
O 0.2781 -3.9500 -1.8154
C 1.0703 -2.5322 0.7594
C 2.4982 -2.1897 0.4421
C 3.3123 -3.0525 -0.2778
C 4.6204 -2.7001 -0.5703
C 5.1312 -1.4929 -0.1453
C 4.3320 -0.6237 0.5985
O 4.9293 0.5384 0.9914
C 4.1883 1.4497 1.7629
C 3.0221 -0.9801 0.8891
C 0.0385 -0.4950 -0.3333
O -2.1316 2.8008 0.6368
H -6.1967 2.1776 -1.7404
H -4.4574 2.3138 -2.1074
H -5.5211 3.7317 -2.3003
H -4.1733 4.3302 0.9510
H -4.2130 4.9669 -0.7251
H -2.1783 3.8873 -2.4328
H 0.0244 2.4677 -1.7810
H -0.3143 1.7682 2.1026
H 0.9387 1.6617 0.8417
H -2.0177 0.1699 2.1925
H -2.4266 0.0478 0.4678
H -1.2837 -2.1637 2.2353
H -2.9059 -2.0833 1.5498
H -2.0447 -2.2519 -0.7181
H -1.3778 -3.5847 0.2178
H -0.3310 -2.1509 -2.4141
H 1.3888 -2.2143 -1.9773
H 0.9180 -4.3529 -1.2180
H 0.8102 -2.0752 1.7133
H 0.9636 -3.6156 0.8582
H 2.9400 -4.0130 -0.6050
H 5.2457 -3.3769 -1.1334
H 6.1462 -1.2019 -0.3633
H 3.3206 1.8319 1.2140
H 4.8664 2.2744 1.9771
H 3.8524 1.0035 2.7044
H 2.3859 -0.3355 1.4747
H 1.0408 -0.1337 -0.5748
H -0.6410 -0.1681 -1.1405
*
```

Highest occupied orbital energy = -0.313 Ha
LUMO level = 0.699 eV
Kohn-Sham gap = 9.22 eV
SMILES = COCc1ccc(CN2CCC[C@](CO)(Cc3cccc(OC)c3)C2)o1

Which structure is most stable? P, by 10.7 kcal/mol over the runner-up.